No. 1
ORCA calculation (the ωB97M-V functional and the def2-TZVPD basis) on a 10-piece molecular cluster, C30H79O9S overall.

Properties
- frontier orbital gap (eV) = 3.626
- HOMO level (eV) = -1.7411
- F_max (eV/A) = 0.76
- LUMO energy (eV) = 1.89
- total charge = -1

Geometry (Å):
C (-0.0308, 1.3536, 1.6916)
C (-1.3014, 2.1198, 1.2814)
C (-2.2969, 1.3001, 0.4625)
C (-1.7518, 0.5925, -0.7905)
C (-0.6212, 1.2872, -1.5362)
C (-0.9180, 2.7267, -1.9942)
C (0.3342, 3.6249, -2.0088)
C (0.3559, 4.8004, -1.0194)
C (-0.9505, 5.5718, -0.9095)
C (-0.8263, 6.9241, -0.2089)
C (-0.4240, 6.8269, 1.2717)
C (0.8845, 7.5272, 1.6920)
S (2.2494, 7.3531, 0.5352)
H (-0.1413, 0.2759, 1.5640)
H (0.8204, 1.6748, 1.0911)
H (0.2331, 1.5560, 2.7279)
H (-1.0351, 3.0504, 0.7837)
H (-1.8174, 2.4117, 2.1983)
H (-2.7522, 0.5549, 1.1186)
H (-3.1076, 1.9641, 0.1521)
H (-1.4548, -0.4256, -0.5297)
H (-2.5822, 0.4806, -1.4950)
H (0.3163, 1.2336, -0.9822)
H (-0.4426, 0.6988, -2.4437)
H (-1.7173, 3.1506, -1.3906)
H (-1.3082, 2.6663, -3.0128)
H (0.5179, 3.9962, -3.0185)
H (1.1846, 2.9798, -1.7648)
H (0.7001, 4.4667, -0.0393)
H (1.1165, 5.5058, -1.3608)
H (-1.6655, 4.9894, -0.3154)
H (-1.4114, 5.6850, -1.8972)
H (-1.8282, 7.3641, -0.2596)
H (-0.1595, 7.5955, -0.7492)
H (-1.2135, 7.3187, 1.8491)
H (-0.4554, 5.7639, 1.5772)
H (1.2262, 7.0438, 2.6121)
H (2.7429, 6.0707, 0.6020)
C (-2.4841, -4.2007, 1.6474)
C (-2.0514, -2.7473, 1.7173)
O (-0.6361, -2.6199, 1.6416)
H (-2.0291, -4.7701, 2.4595)
H (-3.5697, -4.2881, 1.7196)
H (-2.1616, -4.6508, 0.7055)
H (-2.3599, -2.3002, 2.6618)
H (-2.5145, -2.1742, 0.9067)
H (-0.3298, -3.0013, 0.8100)
C (2.2547, 2.8871, -5.4966)
C (1.7700, 1.5493, -4.9780)
O (2.8259, 0.7724, -4.4099)
H (3.0324, 2.7414, -6.2491)
H (1.4327, 3.4471, -5.9409)
H (2.6838, 3.4838, -4.6880)
H (1.3572, 0.9509, -5.7907)
H (0.9843, 1.6947, -4.2286)
H (3.1899, 1.2795, -3.6778)
C (3.2100, -4.1690, 2.5338)
C (3.1455, -4.0562, 1.0233)
O (2.1539, -3.1247, 0.5949)
H (2.2388, -4.4709, 2.9290)
H (3.9580, -4.8929, 2.8506)
H (3.4627, -3.2043, 2.9801)
H (2.8754, -5.0146, 0.5795)
H (4.1196, -3.7529, 0.6256)
H (2.3765, -2.2652, 0.9656)
C (-0.3974, -2.1755, -3.9740)
C (-0.6451, -2.5584, -2.5267)
O (-0.1257, -3.8491, -2.2154)
H (-0.8519, -2.9082, -4.6428)
H (-0.8140, -1.1911, -4.1938)
H (0.6739, -2.1453, -4.1873)
H (-1.7147, -2.5960, -2.3215)
H (-0.1982, -1.8145, -1.8593)
H (0.8238, -3.8159, -2.3661)
C (-5.9684, -2.1768, 3.9994)
C (-6.2553, -1.4838, 2.6816)
O (-5.6218, -2.1364, 1.5843)
H (-4.8924, -2.2237, 4.1749)
H (-6.4339, -1.6569, 4.8361)
H (-6.3451, -3.2028, 3.9879)
H (-5.8615, -0.4685, 2.6896)
H (-7.3352, -1.4256, 2.5057)
H (-5.9586, -3.0356, 1.5365)
C (-3.4112, -2.8867, 7.4167)
C (-4.5042, -1.8395, 7.5145)
O (-5.7990, -2.3902, 7.2865)
H (-3.4320, -3.3657, 6.4374)
H (-2.4273, -2.4408, 7.5661)
H (-3.5523, -3.6645, 8.1716)
H (-4.3683, -1.0748, 6.7510)
H (-4.4766, -1.3472, 8.4924)
H (-5.9615, -3.0624, 7.9542)
C (-1.1838, 3.2941, -9.8417)
C (-0.0533, 3.2867, -8.8294)
O (-0.5287, 3.1957, -7.4916)
H (-1.8634, 4.1230, -9.6432)
H (-0.7993, 3.3912, -10.8581)
H (-1.7614, 2.3684, -9.7824)
H (0.5118, 4.2163, -8.8810)
H (0.6376, 2.4614, -9.0361)
H (-1.0218, 2.3747, -7.4040)
C (4.8732, -2.7388, 6.5169)
C (4.0653, -4.0067, 6.3149)
O (4.6424, -4.8614, 5.3326)
H (4.9671, -2.1958, 5.5764)
H (4.4005, -2.0854, 7.2514)
H (5.8811, -2.9742, 6.8678)
H (3.0669, -3.7691, 5.9502)
H (3.9588, -4.5470, 7.2623)
H (5.5248, -5.1045, 5.6274)
C (5.7618, -3.2781, -3.2599)
C (5.2297, -2.7939, -1.9244)
O (6.2079, -2.8912, -0.8902)
H (6.1008, -4.3116, -3.1796)
H (4.9937, -3.2184, -4.0320)
H (6.6132, -2.6723, -3.5796)
H (4.3908, -3.4079, -1.6010)
H (4.8779, -1.7604, -2.0032)
H (6.9562, -2.3411, -1.1385)

---

No. 2
ORCA calculation (the ωB97M-V functional and the def2-TZVPD basis) on C30H7F15GeI2MoN3O2S as an isolated structure.

Properties
- frontier orbital gap (alpha / beta) (eV) = 5.918 / 5.828
- HOMO level (alpha / beta) (eV) = -16.9769 / -16.9769
- F_max (eV/A) = 0.59
- LUMO energy (alpha / beta) (eV) = -11.06 / -11.15
- total charge = +3

Geometry (Å):
Mo (2.9139, -1.0981, -0.7374)
O (0.8509, 5.2854, 1.1561)
N (1.4412, 4.7812, 2.0932)
O (1.6646, 5.2776, 3.1622)
C (1.8872, 3.3843, 1.8840)
C (1.9259, 2.5814, 2.9658)
C (2.2253, 1.1864, 2.8152)
C (2.2808, 0.2753, 3.8894)
C (2.5548, -1.0496, 3.6411)
C (2.7667, -1.4694, 2.3296)
N (2.7270, -0.6258, 1.2968)
C (2.4582, 0.6901, 1.5372)
C (2.4520, 1.5648, 0.4073)
N (2.7366, 0.9886, -0.8002)
C (2.8213, 1.7641, -1.8824)
C (2.6496, 3.1439, -1.8117)
C (2.3301, 3.7300, -0.6080)
C (2.1973, 2.9265, 0.5511)
H (1.7120, 2.9947, 3.9442)
H (2.1090, 0.6223, 4.9009)
H (2.6062, -1.7721, 4.4429)
H (2.9723, -2.5080, 2.1000)
H (3.0383, 1.2729, -2.8246)
H (2.7590, 3.7393, -2.7070)
H (2.1819, 4.7990, -0.5486)
I (5.1185, -2.8216, -0.7525)
I (4.8067, -3.3449, -3.3569)
F (-0.3976, 0.5505, -2.9331)
C (-0.8176, 1.3429, -1.9420)
C (-1.4038, 0.7751, -0.8111)
C (-1.7683, 1.6319, 0.2274)
F (-2.3335, 1.1346, 1.3233)
C (-1.5832, 3.0014, 0.1434)
F (-1.9330, 3.7920, 1.1373)
C (-1.0239, 3.5367, -1.0137)
F (-0.8467, 4.8275, -1.1222)
C (-0.6295, 2.7026, -2.0601)
F (-0.0621, 3.2192, -3.1382)
Ge (-1.8155, -1.0744, -0.7791)
S (1.1292, -1.9738, -1.2712)
C (-2.3460, -1.9403, -2.3577)
C (-2.1792, -3.3189, -2.5018)
F (-1.5388, -3.9937, -1.5405)
C (-2.6293, -3.9941, -3.6140)
F (-2.4483, -5.2916, -3.7426)
C (-3.2786, -3.2733, -4.6189)
F (-3.7127, -3.8986, -5.6773)
C (-3.4630, -1.8952, -4.5086)
F (-4.0800, -1.2340, -5.4624)
C (-2.9918, -1.2470, -3.3844)
F (-3.1855, 0.0646, -3.2655)
C (-1.9250, -1.9683, 0.8766)
C (-2.8709, -2.9736, 1.0824)
F (-3.6713, -3.3298, 0.0868)
C (-3.0161, -3.5976, 2.3100)
F (-3.9172, -4.5341, 2.4873)
C (-2.1878, -3.2147, 3.3610)
F (-2.2984, -3.7936, 4.5255)
C (-1.2291, -2.2162, 3.1799)
F (-0.4303, -1.8688, 4.1818)
C (-1.1189, -1.6102, 1.9523)
F (-0.1835, -0.6555, 1.7818)